# C49H60N4O29

10 unconnected molecules or ions with the total composition C49H60N4O29 (the ωB97M-V functional and the def2-TZVPD basis, the OMol25 dataset).

Computed properties:
E_LUMO, Eh: -0.0774
Charge: 0
HOMO, eV: -9.1
Frontier orbital gap, eV: 7.0
Multiplicity: 1

```
142
Properties=species:S:1:pos:R:3:forces:R:3
C -0.0855 -0.8075 0.5611 2.07 -0.43 0.18
N 1.3692 -0.2962 0.4838 -0.12 2.21 -0.45
O 1.5045 0.9294 0.2158 -0.52 -2.48 0.61
O 2.3018 -1.0530 0.6622 -0.89 0.33 -0.04
H -0.1586 -1.2668 1.5469 -0.40 0.47 0.19
H -0.0399 -1.6626 -0.1132 -0.55 0.33 -0.44
H -0.7360 0.0383 0.3386 0.03 -0.53 0.05
C 5.4777 2.7007 2.0095 -0.44 0.87 -0.18
C 4.0478 2.8829 1.4516 0.72 -1.33 0.48
C 3.2749 4.1709 1.6122 -0.97 -0.07 0.16
O 1.8764 3.8715 1.3572 -0.74 -0.34 0.96
C 1.1275 3.4637 2.5676 1.12 0.24 -1.34
N 4.0608 2.4442 0.0783 0.17 0.41 -1.29
H 5.4550 2.7465 3.0983 0.20 -0.26 -0.04
H 6.2180 3.4174 1.6539 -0.18 0.28 -0.12
H 5.8029 1.7344 1.6238 0.04 -0.10 0.60
H 3.4976 2.1212 2.0041 -0.39 0.04 0.49
H 3.5218 4.9351 0.8753 0.40 -0.10 0.02
H 3.2642 4.6183 2.6061 0.69 -0.06 0.17
H 0.0747 3.3947 2.2940 0.26 0.19 0.04
H 1.3120 4.1917 3.3576 -0.27 0.15 -0.03
H 1.4881 2.4956 2.9152 -0.01 -0.12 -0.07
H 3.2372 1.9266 -0.1934 -0.08 0.09 0.25
H 4.8409 1.8279 -0.0999 0.04 0.09 -0.03
C 3.9391 -1.5845 -6.7681 -1.20 -0.49 -0.55
C 4.0598 -0.5290 -5.7421 1.62 1.86 -0.57
C 3.8668 -0.9778 -4.3577 -1.12 -0.79 1.66
O 2.4685 -0.9917 -4.1293 -0.86 -1.07 0.51
C 2.1094 -1.3665 -2.7848 0.27 0.33 -0.66
N 5.4004 0.0792 -5.9581 0.06 0.38 -0.31
H 3.9254 -1.1145 -7.7515 0.23 -0.17 -0.17
H 2.9483 -2.0217 -6.6437 0.07 -0.51 -0.10
H 4.7392 -2.3220 -6.7054 -0.10 0.00 0.04
H 3.4599 0.3375 -6.0200 -1.39 -0.54 0.62
H 4.3475 -0.4005 -3.5679 0.24 0.71 -0.18
H 4.2459 -1.9856 -4.1881 0.29 -0.37 -0.29
H 2.4191 -0.5002 -2.2003 -0.27 -0.27 0.70
H 2.5119 -2.3108 -2.4182 1.12 -0.01 -0.22
H 1.0626 -1.6502 -2.6753 -0.29 1.02 -0.58
H 5.1598 0.4731 -6.8564 1.09 -0.18 -1.06
H 5.3968 0.9773 -5.4961 0.29 0.13 1.10
C -2.3281 -2.4410 5.6251 -0.45 0.16 -1.27
C -1.8969 -3.2722 4.3809 -0.05 0.08 0.05
C -2.5683 -4.6432 4.3607 -0.32 0.36 0.75
O -2.2361 -5.4612 3.2857 1.82 0.28 -0.14
C -2.8382 -6.7284 3.3423 -0.16 0.18 0.13
N -2.2057 -2.5150 3.1228 1.29 -0.30 1.19
H -1.6452 -1.6242 5.8584 0.19 -0.10 -0.30
H -2.5041 -2.9673 6.5632 -0.10 -0.36 -0.32
H -3.2387 -1.9808 5.2415 -0.45 0.24 0.77
H -0.8301 -3.4398 4.5291 0.26 0.04 -0.77
H -3.6457 -4.4940 4.2906 -0.51 0.13 0.56
H -2.2795 -5.1471 5.2832 -0.31 -0.16 0.34
H -2.2062 -7.3924 2.7525 -0.81 0.11 -0.67
H -3.8748 -6.5041 3.0906 -0.25 -1.08 -0.74
H -2.8910 -7.2500 4.2979 0.36 0.60 0.75
H -2.0942 -3.1694 2.3616 -0.28 -0.01 -0.27
H -3.1561 -2.1742 3.1491 -0.18 -0.14 -0.06
C -3.8628 2.8415 4.9424 0.77 0.81 -0.42
C -3.2375 2.7093 3.7561 2.01 0.59 -1.95
C -3.3710 1.5240 2.7995 -2.08 -1.13 0.83
O -2.7624 1.2867 1.7546 -0.30 1.09 1.82
C -4.4465 0.6651 3.3258 -1.35 -1.13 1.48
C -5.1393 0.7945 4.5357 1.35 -0.56 -2.23
C -4.8964 1.9588 5.4202 0.78 0.36 -0.49
O -5.5108 2.1387 6.4438 -0.54 -0.39 0.41
O -5.9801 -0.1435 4.9710 0.30 -0.03 -0.86
O -2.3564 3.6090 3.2593 -0.82 0.04 1.92
H -3.6127 3.6920 5.5592 -0.09 0.14 -0.01
H -4.6907 -0.2414 2.7919 0.09 -0.09 -0.35
H -6.3754 0.1375 5.7994 -0.12 0.39 0.53
H -2.0705 3.3675 2.3753 0.00 -0.15 -0.68
C -5.0154 -1.3605 -1.3218 1.69 1.82 0.05
C -4.3006 -0.1908 -1.1666 -0.84 1.42 0.36
C -4.9247 1.1742 -0.6158 -0.39 0.64 0.56
O -4.3455 2.2898 -0.4985 -1.12 -3.99 -0.84
C -6.3268 0.9805 -0.1948 0.86 -0.23 0.22
C -7.0080 -0.1915 -0.3104 0.05 0.34 -0.77
C -6.4284 -1.4511 -1.0351 -0.37 -0.54 -0.62
O -7.1239 -2.4170 -1.3951 0.64 2.17 1.34
O -8.2922 -0.2628 0.0595 0.65 0.07 0.08
O -3.0372 -0.0297 -1.5313 -0.11 -1.33 -0.13
H -4.4378 -2.1607 -1.7606 -0.41 -0.39 -0.04
H -6.6997 1.8523 0.3223 -0.61 -0.08 -0.08
H -8.6012 -1.1341 -0.1993 -0.34 -0.60 -0.15
H -2.7109 0.7964 -1.1670 0.31 0.93 0.09
C -2.4399 5.8918 -0.9053 -0.82 2.97 -2.32
C -2.6391 6.1299 -2.2449 -0.67 2.63 -0.25
C -2.5172 5.0820 -3.2714 0.07 -2.86 0.24
O -2.9105 5.0012 -4.4275 0.16 1.78 0.91
C -1.9582 3.8758 -2.6710 0.32 -1.34 0.91
C -1.7451 3.6660 -1.3456 -0.19 -0.28 -2.54
C -1.9573 4.6714 -0.3565 -0.32 1.83 -0.49
O -1.7007 4.5228 0.8088 0.36 -0.56 1.34
O -1.4276 2.4953 -0.8716 0.71 -2.55 -0.41
O -2.9636 7.3903 -2.7663 0.48 -1.68 1.95
H -2.5424 6.7866 -0.3093 -0.01 -0.16 0.47
H -1.8851 3.0276 -3.3355 0.20 -0.10 -0.10
H -0.8882 2.5283 -0.0781 -0.03 0.32 0.54
H -3.1260 7.3036 -3.7085 -0.02 -0.28 -0.41
C 1.6188 3.5513 -2.0932 -0.35 -0.05 0.73
C 1.6419 4.8768 -1.9849 0.09 1.72 2.34
C 1.6148 5.8538 -3.0582 -0.40 2.16 -2.93
O 1.6223 7.1018 -3.0556 0.06 -2.82 1.20
C 1.5387 5.1618 -4.3243 0.12 0.75 -2.29
C 1.5115 3.8586 -4.5041 -0.63 -2.67 -1.02
C 1.4364 2.9156 -3.3528 1.12 -2.57 0.06
O 1.3898 1.6725 -3.5015 -0.38 2.57 -0.20
O 1.5122 3.2339 -5.7327 0.00 1.69 0.85
O 1.6849 5.4904 -0.8041 0.21 0.10 -0.32
H 1.6817 3.0332 -1.1477 -0.11 -0.57 -0.24
H 1.5269 5.6956 -5.2631 0.08 0.67 0.14
H 1.2725 2.3132 -5.6046 0.05 -0.57 0.40
H 1.7799 4.7849 -0.1600 -0.29 -0.23 1.29
C 6.2034 -3.9739 1.5954 0.43 -0.74 -2.52
C 6.9679 -3.5877 0.5265 1.26 -1.37 2.29
C 7.4070 -2.1563 0.4801 -1.85 -0.43 -1.40
O 8.2324 -1.7636 -0.3116 0.54 -0.14 0.35
C 6.4545 -1.2807 1.1627 -0.06 1.54 1.29
C 5.5552 -1.6823 2.0736 -1.99 3.19 0.74
C 5.4506 -3.0600 2.4266 -1.34 -2.81 1.48
O 4.7052 -3.4795 3.3279 1.03 0.94 -1.30
O 4.6299 -0.8043 2.7465 2.70 -0.63 -1.73
O 7.6356 -4.5161 -0.2197 -1.08 0.91 0.61
H 5.9482 -5.0233 1.5962 0.02 -0.14 0.62
H 6.5555 -0.2283 0.9419 -0.05 0.08 -0.10
H 3.7675 -1.2119 2.8545 0.05 -0.68 0.02
H 8.2743 -4.0355 -0.7513 0.32 0.28 -0.41
C -1.9723 -3.9741 -1.0674 0.27 0.17 -0.02
C -2.7414 -4.7796 -0.3261 -1.83 -0.69 1.25
C -2.5412 -6.2977 -0.2826 1.96 0.13 -1.70
O -3.1187 -7.1382 0.3484 -1.23 0.73 0.72
C -1.4325 -6.7266 -1.1591 1.39 0.18 0.75
C -0.6516 -5.9076 -1.8598 0.73 -1.23 -1.95
C -0.8496 -4.4566 -1.9132 0.14 1.44 1.28
O -0.0355 -3.6829 -2.4071 -0.97 -1.03 -0.02
O 0.3767 -6.4299 -2.6467 -1.46 0.70 1.24
O -3.7428 -4.3020 0.4849 1.11 0.57 -0.93
H -2.0518 -2.9009 -0.9771 -0.29 0.13 -0.15
H -0.9319 -7.6705 -1.0014 -0.87 -0.72 -0.14
H 0.3622 -5.8336 -3.3989 0.77 0.23 -0.43
H -4.3777 -4.9799 0.7277 0.16 -0.59 0.07
```
Positions in Å, forces in eV/Å.

These are the Löwdin partial charges, in e, on atoms 1 to 99: C 0.098; N -0.363; O 0.010; O 0.074; H 0.086; H 0.084; H 0.074; C -0.033; C -0.427; C -0.140; O -0.258; C -0.019; N 0.063; H 0.082; H 0.079; H 0.043; H 0.115; H 0.127; H 0.123; H 0.059; H 0.093; H 0.082; H 0.026; H 0.063; C -0.067; C -0.473; C -0.213; O -0.191; C -0.101; N 0.029; H 0.081; H 0.086; H 0.091; H 0.136; H 0.125; H 0.128; H 0.069; H 0.084; H 0.061; H 0.057; H 0.062; C -0.046; C -0.387; C -0.239; O -0.195; C -0.113; N 0.063; H 0.075; H 0.079; H 0.057; H 0.132; H 0.130; H 0.127; H 0.092; H 0.090; H 0.086; H 0.046; H 0.050; C 0.066; C -0.181; C -0.275; O 0.090; C 0.072; C -0.210; C -0.354; O 0.132; O 0.118; O 0.085; H 0.138; H 0.112; H 0.117; H 0.045; C 0.051; C -0.180; C -0.239; O 0.074; C 0.053; C -0.200; C -0.292; O 0.080; O 0.108; O 0.105; H 0.118; H 0.128; H 0.108; H 0.069; C 0.102; C -0.147; C -0.318; O 0.132; C 0.091; C -0.285; C -0.348; O 0.134; O 0.094; O 0.087; H 0.142; H 0.142; H 0.108